Computed, not measured: a structure of composition C60H50LiP2Pd at a distorted geometry, with ωB97M-V with the def2-TZVPD basis set.

Its total charge is +1. Its calculated total energy is -85287.7058 eV.

Cartesian coordinates (Å):
1 C 3.82 3.03 -1.51
2 C 2.59 2.82 -2.15
3 C 1.50 2.35 -1.43
4 C 1.61 2.02 -0.06
5 C 0.46 1.45 0.68
6 C 0.32 1.76 2.10
7 C -0.82 2.09 2.82
8 C -2.17 1.62 2.55
9 C -2.97 1.02 3.55
10 C -4.30 0.65 3.28
11 C -4.90 1.06 2.09
12 C -4.13 1.70 1.12
13 C -2.76 1.87 1.30
14 Pd 0.97 -0.59 -0.05
15 P 2.88 -1.81 -0.03
16 C 3.98 -1.04 1.20
17 C 5.13 -0.33 0.83
18 C 5.93 0.24 1.81
19 C 5.59 0.12 3.16
20 C 4.42 -0.55 3.53
21 C 3.61 -1.12 2.55
22 C 2.82 -3.55 0.47
23 C 3.91 -4.16 1.12
24 C 3.87 -5.52 1.44
25 C 2.73 -6.27 1.14
26 C 1.63 -5.66 0.51
27 C 1.68 -4.31 0.19
28 C 3.81 -1.77 -1.60
29 C 4.77 -2.75 -1.91
30 C 5.55 -2.60 -3.06
31 C 5.36 -1.51 -3.91
32 C 4.36 -0.58 -3.63
33 C 3.58 -0.72 -2.49
34 P -0.75 -1.38 -1.27
35 C -1.36 -0.09 -2.39
36 C -1.00 -0.06 -3.75
37 C -1.30 1.07 -4.51
38 C -1.99 2.15 -3.94
39 C -2.41 2.09 -2.61
40 C -2.10 0.97 -1.85
41 C -0.43 -2.85 -2.27
42 C -1.23 -4.00 -2.16
43 C -0.81 -5.20 -2.74
44 C 0.40 -5.25 -3.43
45 C 1.17 -4.10 -3.60
46 C 0.73 -2.89 -3.06
47 C -2.17 -1.79 -0.22
48 C -3.48 -1.63 -0.69
49 C -4.55 -2.03 0.11
50 C -4.32 -2.59 1.37
51 C -3.01 -2.75 1.83
52 C -1.93 -2.36 1.04
53 C 2.85 2.27 0.58
54 C 3.93 2.78 -0.13
55 H 4.68 3.40 -2.07
56 H 2.50 3.02 -3.22
57 H 0.53 2.20 -1.92
58 H -0.47 1.46 0.10
59 H 1.26 1.77 2.66
60 H -0.66 2.53 3.82
61 H -2.49 0.74 4.50
62 H -4.83 0.01 3.98
63 H -5.94 0.82 1.89
64 H -4.60 2.07 0.20
65 H -2.14 2.32 0.53
66 H 5.39 -0.22 -0.23
67 H 6.83 0.78 1.52
68 H 6.23 0.56 3.93
69 H 4.14 -0.64 4.58
70 H 2.68 -1.63 2.83
71 H 4.80 -3.57 1.38
72 H 4.72 -5.98 1.94
73 H 2.69 -7.33 1.38
74 H 0.74 -6.24 0.27
75 H 0.82 -3.82 -0.28
76 H 4.91 -3.61 -1.27
77 H 6.32 -3.34 -3.29
78 H 5.99 -1.38 -4.79
79 H 4.18 0.27 -4.30
80 H 2.78 0.00 -2.28
81 H -0.52 -0.93 -4.21
82 H -1.00 1.11 -5.56
83 H -2.21 3.04 -4.54
84 H -3.00 2.90 -2.17
85 H -2.46 0.88 -0.82
86 H -2.18 -3.95 -1.63
87 H -1.43 -6.09 -2.64
88 H 0.75 -6.20 -3.84
89 H 2.10 -4.12 -4.17
90 H 1.31 -1.98 -3.22
91 H -3.68 -1.19 -1.67
92 H -5.57 -1.91 -0.26
93 H -5.16 -2.90 1.99
94 H -2.83 -3.20 2.81
95 H -0.91 -2.47 1.40
96 H 2.96 2.02 1.64
97 H 4.87 2.97 0.38
98 C -4.52 5.57 -0.19
99 Li -4.05 2.93 4.03
100 C -3.19 5.14 -0.43
101 C -2.60 4.80 0.83
102 C -3.57 5.04 1.84
103 C -4.81 5.43 1.20
104 C -5.99 5.55 1.97
105 C -5.91 5.36 3.35
106 C -4.68 5.09 3.99
107 C -3.50 4.93 3.24
108 H -5.22 5.98 -0.92
109 H -2.69 5.11 -1.40
110 H -1.57 4.48 1.01
111 H -6.92 5.80 1.47
112 H -6.81 5.48 3.96
113 H -4.63 5.08 5.08
114 H -2.51 4.76 3.69

Löwdin atomic charge list, values in e, 5 entries: number 1, C, carries -0.054; number 2, C, carries -0.071; number 3, C, carries -0.026; number 4, C, carries -0.245; number 5, C, carries -0.186